1.
This record from OMol25 describes a structure of composition C19H26N3NiO4S2. The level of theory is wB97M-V/def2-TZVPD.

CARTESIAN COORDINATES (ANGSTROEM)
Ni -1.45 0.55 -0.23
C -1.36 2.90 1.43
N -1.08 2.62 0.00
C 0.32 2.93 -0.31
C -2.00 3.37 -0.88
C -2.88 2.48 -1.73
C -3.77 3.07 -2.63
C -4.60 2.28 -3.40
C -4.56 0.90 -3.26
C -3.68 0.32 -2.35
C -2.81 1.09 -1.56
H -1.20 3.96 1.65
H -0.72 2.28 2.05
H -2.38 2.61 1.66
H 0.54 3.99 -0.14
H 0.53 2.68 -1.34
H 0.97 2.34 0.34
H -1.41 4.03 -1.53
H -2.62 4.03 -0.26
H -3.80 4.15 -2.73
H -5.29 2.74 -4.10
H -5.22 0.28 -3.85
H -3.68 -0.76 -2.25
O -1.36 -1.57 4.25
S -2.23 -0.62 3.56
O -3.58 -1.07 3.33
O -2.10 0.75 4.01
S -1.32 -0.61 1.59
C 5.08 -1.92 2.00
C 4.12 -3.04 1.63
N 2.93 -2.57 0.93
C 1.67 -2.58 1.68
C 1.64 -1.61 2.85
C 3.10 -2.27 -0.38
O 4.17 -2.43 -0.96
C 1.93 -1.74 -1.16
C 1.67 -2.26 -2.42
C 0.63 -1.74 -3.17
C -0.12 -0.70 -2.63
N 0.14 -0.18 -1.44
C 1.15 -0.68 -0.72
H 5.95 -2.31 2.52
H 4.59 -1.19 2.65
H 5.42 -1.41 1.10
H 3.77 -3.56 2.53
H 4.63 -3.77 1.00
H 1.53 -3.60 2.06
H 0.84 -2.38 1.01
H 2.42 -1.84 3.58
H 0.67 -1.65 3.34
H 1.79 -0.58 2.51
H 2.29 -3.06 -2.79
H 0.39 -2.13 -4.14
H -0.97 -0.28 -3.15
H 1.30 -0.24 0.26

Output
Maximum force = 0.7 eV/A
Frontier orbital gap (spin up / spin down) = 6.96 / 7.19 eV
Highest occupied orbital energy (spin up / spin down) = -4.561 / -4.803 eV
Net charge = -1
2S+1 = 3
DFT total energy = -95501.125 eV
Expectation value of S² = 2.0103

=====

2.
This record from OMol25 describes the ion C19H26N3O with charge +1 at a distorted geometry. The level of theory is wB97M-V/def2-TZVPD.

CARTESIAN COORDINATES (ANGSTROEM)
C 1.09 -2.63 2.40
N 2.22 -1.78 2.71
C 3.44 -2.31 3.07
C 4.31 -1.28 3.14
N 3.61 -0.14 2.80
C 4.27 1.15 2.73
C 2.29 -0.42 2.62
C 1.29 0.51 2.01
C -0.13 0.44 2.17
C -0.98 0.59 0.94
C -2.37 -0.19 1.20
C -2.94 -0.75 0.04
C -4.12 -1.48 0.19
C -4.61 -1.83 1.47
C -3.91 -1.40 2.63
C -2.78 -0.59 2.48
O 1.79 1.36 1.20
H 0.16 -2.06 2.46
H 1.19 -3.06 1.39
H 1.10 -3.45 3.13
H 3.61 -3.35 3.26
H 5.35 -1.27 3.39
H 3.62 1.88 2.25
H 4.54 1.44 3.75
H 5.21 1.04 2.17
H -0.53 0.08 3.15
H -0.48 0.18 0.08
H -2.42 -0.80 -0.91
H -4.64 -1.85 -0.69
H -5.51 -2.45 1.60
H -4.21 -1.70 3.62
H -2.17 -0.45 3.36
C -3.71 2.45 -0.72
C -2.68 2.79 0.35
C -2.37 4.29 0.34
C -0.86 4.45 0.61
C -0.24 3.14 0.08
N -1.36 2.06 0.15
H -4.56 3.12 -0.58
H -3.28 2.76 -1.68
H -4.00 1.39 -0.72
H -3.05 2.48 1.33
H -2.63 4.70 -0.66
H -3.00 4.77 1.10
H -0.43 5.32 0.05
H -0.71 4.57 1.71
H 0.06 3.31 -0.97
H 0.65 2.84 0.64
H -1.41 1.84 -0.89

Output
Maximum force = 3.0 eV/A
Frontier orbital gap = 7.67 eV
Highest occupied orbital energy = -10.329 eV
Net charge = +1
SMILES = C[C@@H]1CCC[N@H+]1[C@@H](/C=C(\[O-])c1n(C)cc[n+]1C)c1ccccc1
DFT total energy = -26634.384 eV

=====

3.
This record from OMol25 describes a structure of composition C19H26N3O3S3SiSr. The level of theory is wB97M-V/def2-TZVPD.

CARTESIAN COORDINATES (ANGSTROEM)
Sr 0.02 0.60 -0.66
S 1.21 3.42 -1.11
C -0.45 3.77 -0.85
N -1.39 2.86 -0.75
C -2.64 3.43 -0.56
C -3.84 2.73 -0.46
C -5.02 3.43 -0.29
C -5.02 4.83 -0.22
C -3.84 5.54 -0.33
C -2.65 4.84 -0.51
S -1.03 5.42 -0.69
H -3.83 1.65 -0.53
H -5.95 2.90 -0.21
H -5.95 5.36 -0.09
H -3.84 6.62 -0.29
N 0.18 1.26 2.00
N 0.22 0.09 2.79
C 0.70 -1.08 2.14
O 1.07 -2.01 2.86
O 0.67 -1.03 0.87
H 1.06 1.77 2.06
H -0.59 1.85 2.28
H 0.63 0.22 3.70
C 4.70 -5.18 -0.22
C 4.40 -3.71 -0.11
C 4.14 -3.13 1.12
C 3.81 -1.79 1.23
C 3.74 -1.02 0.08
C 3.98 -1.58 -1.17
C 4.31 -2.92 -1.25
S 3.15 0.66 0.22
C 4.56 1.51 -0.53
O 3.15 1.04 1.65
H 5.11 -5.57 0.71
H 5.41 -5.38 -1.02
H 3.79 -5.74 -0.44
H 4.16 -3.74 2.02
H 3.55 -1.34 2.18
H 3.89 -0.99 -2.07
H 4.50 -3.36 -2.23
H 5.46 1.29 0.04
H 4.31 2.57 -0.48
H 4.66 1.20 -1.56
C -2.54 -3.04 -0.91
Si -2.67 -1.13 -1.01
C -3.32 -0.78 0.79
C -4.28 -0.97 -2.07
H -3.44 -3.48 -0.47
H -1.68 -3.36 -0.30
H -2.41 -3.48 -1.90
H -4.28 -1.29 0.94
H -3.46 0.27 1.05
H -2.61 -1.19 1.51
H -5.12 -1.49 -1.61
H -4.11 -1.43 -3.05
H -4.58 0.06 -2.26

Output
Maximum force = 0.6 eV/A
Frontier orbital gap = 5.58 eV
Highest occupied orbital energy = -3.356 eV
Net charge = -1
DFT total energy = -71961.699 eV

=====

4.
This record from OMol25 describes a structure of composition C19H27AsCrN3O2S3 at a distorted geometry. The level of theory is wB97M-V/def2-TZVPD.

CARTESIAN COORDINATES (ANGSTROEM)
Cr -0.15 -0.11 0.01
C -1.20 -2.51 4.73
S -2.24 -2.86 3.29
C -1.54 -1.90 2.04
S -0.18 -0.85 2.27
N -2.16 -2.03 0.89
N -1.67 -1.34 -0.13
C -2.21 -1.43 -1.31
C -1.52 -0.75 -2.38
C -1.89 -0.81 -3.71
C -1.09 -0.19 -4.66
C 0.05 0.49 -4.25
C 0.35 0.52 -2.90
N -0.41 -0.07 -1.98
H -1.82 -2.75 5.60
H -0.91 -1.47 4.75
H -0.33 -3.16 4.73
H -3.10 -2.03 -1.46
H -2.78 -1.35 -3.99
H -1.35 -0.24 -5.71
H 0.70 0.97 -4.96
H 1.24 1.03 -2.53
C 3.53 -0.69 2.13
As 2.84 -1.60 0.59
C 4.23 -1.82 -0.73
C 2.15 -3.34 1.06
O 1.68 -0.63 -0.17
H 4.26 -1.33 2.63
H 2.71 -0.47 2.81
H 4.01 0.23 1.81
H 5.02 -2.46 -0.34
H 4.63 -0.84 -0.99
H 3.79 -2.28 -1.62
H 2.97 -4.06 0.98
H 1.36 -3.62 0.36
H 1.77 -3.32 2.07
C 2.15 4.35 4.75
C 1.33 3.94 3.57
C 0.11 3.28 3.71
C -0.65 2.93 2.62
C -0.19 3.25 1.35
C 1.02 3.90 1.17
C 1.78 4.23 2.28
S -1.10 2.75 -0.10
C -2.63 3.66 0.10
O -1.52 1.30 0.24
H 1.71 4.00 5.68
H 2.22 5.43 4.80
H 3.17 3.96 4.67
H -0.26 3.05 4.71
H -1.59 2.39 2.75
H 1.37 4.15 0.17
H 2.73 4.74 2.15
H -3.03 3.49 1.10
H -3.33 3.32 -0.66
H -2.40 4.72 -0.05

Output
Maximum force = 1.3 eV/A
Frontier orbital gap (spin up / spin down) = 7.02 / 6.83 eV
Highest occupied orbital energy (spin up / spin down) = -13.630 / -13.642 eV
Net charge = +2
2S+1 = 4
DFT total energy = -150459.482 eV
Expectation value of S² = 3.7935

=====

5.
This record from OMol25 describes a cluster of 3 separate species, C19H27B3N2O8S in total at a distorted geometry. The level of theory is wB97M-V/def2-TZVPD.

CARTESIAN COORDINATES (ANGSTROEM)
C -3.46 -2.17 -0.57
C -3.29 -0.54 -0.65
S -2.02 0.07 -1.88
C -0.59 -1.13 -2.09
B 0.13 -1.60 -0.68
O 1.45 -2.33 -0.62
B 2.07 -1.76 0.63
O 2.82 -2.65 1.59
O 1.87 -0.29 0.89
B 0.42 -0.12 1.11
C -0.32 1.16 1.83
C 0.09 2.63 1.21
C -1.29 3.57 1.29
C 0.74 2.60 -0.29
O -0.45 -1.27 0.66
H -2.81 -2.71 -1.39
H -4.59 -2.47 -0.78
H -3.24 -2.57 0.53
H -4.35 -0.09 -0.91
H -2.97 -0.17 0.42
H 0.24 -0.56 -2.72
H -0.95 -2.03 -2.77
H 3.23 -3.42 1.09
H -1.48 1.03 1.68
H -0.12 1.12 2.99
H 0.93 3.07 1.94
H -2.27 2.97 1.07
H -1.17 4.37 0.41
H -1.33 4.07 2.35
H 0.07 2.05 -1.08
H 0.85 3.73 -0.64
H 1.84 2.16 -0.30
C 2.14 -0.35 4.85
C 2.18 1.04 5.05
C 2.17 1.56 6.34
C 2.12 0.69 7.44
C 2.07 -0.70 7.24
C 2.08 -1.21 5.95
N 2.14 1.23 8.80
O 2.16 2.46 8.93
O 2.13 0.43 9.74
H 2.16 -0.75 3.84
H 2.23 1.70 4.19
H 2.20 2.64 6.48
H 2.03 -1.39 8.09
H 2.05 -2.29 5.79
C -0.76 0.52 -8.26
C 0.43 -0.15 -8.01
C 0.48 -1.15 -7.03
C -0.68 -1.46 -6.31
C -1.88 -0.78 -6.56
C -1.91 0.21 -7.54
N -0.64 -2.53 -5.30
O 0.44 -3.10 -5.10
O -1.70 -2.80 -4.71
H -0.80 1.29 -9.03
H 1.33 0.09 -8.58
H 1.42 -1.67 -6.85
H -2.79 -1.01 -6.00
H -2.84 0.75 -7.74

Output
Maximum force = 4.7 eV/A
Frontier orbital gap = 7.67 eV
Highest occupied orbital energy = -8.619 eV
Net charge = 0
SMILES = CCSCB1OB(O)OB(CC(C)C)O1.O=[N+]([O-])c1ccccc1.O=[N+]([O-])c1ccccc1
DFT total energy = -52364.048 eV

=====

6.
This record from OMol25 describes a cluster of 2 separate species, C19H27BF8N5O6 in total at a distorted geometry. The level of theory is wB97M-V/def2-TZVPD.

CARTESIAN COORDINATES (ANGSTROEM)
C 1.34 -1.70 -0.85
C 0.27 -1.13 -1.03
C -0.92 -0.09 -1.06
C -0.47 1.19 -1.88
C -1.51 2.02 -2.72
C -2.74 2.76 -2.05
C -3.43 2.01 -0.86
O -3.00 1.98 0.29
O -4.65 1.33 -1.09
C -4.60 -0.01 -0.59
C -4.89 -0.41 0.92
O -4.35 -0.92 -1.36
N -0.58 3.20 -3.03
C 0.69 3.08 -2.38
N 1.81 3.71 -2.68
B 1.85 4.72 -3.80
N 2.47 6.06 -3.52
O 1.34 4.49 -5.08
N 0.57 2.10 -1.28
C 0.15 2.91 -0.10
C 0.48 2.14 1.27
O 0.91 0.99 1.26
N 0.33 2.76 2.60
C 0.63 4.21 2.57
C -1.08 2.48 3.01
H 2.43 -1.98 -0.80
H -1.18 0.14 0.03
H -1.82 -0.63 -1.50
H 0.16 0.70 -2.70
H -1.67 1.58 -3.76
H -3.54 2.89 -2.86
H -2.46 3.83 -1.78
H -6.00 -0.51 1.15
H -4.39 -1.41 1.09
H -4.47 0.36 1.65
H -0.58 3.27 -4.06
H 2.64 3.50 -2.11
H 1.87 6.54 -2.84
H 3.36 5.82 -3.04
H 1.65 5.24 -5.64
H 0.84 3.82 -0.08
H -0.90 3.32 -0.13
H 0.97 4.50 3.62
H 1.48 4.49 1.88
H -0.33 4.79 2.35
H -1.32 1.37 2.97
H -1.22 2.81 4.08
H -1.78 3.09 2.36
C 1.46 -4.93 0.95
C 0.82 -4.92 2.35
C 1.78 -4.74 3.53
F 2.69 -5.73 3.61
F 1.09 -4.75 4.70
F 0.06 -6.03 2.50
F -0.06 -3.87 2.38
O 1.71 -6.21 0.37
C 2.91 -6.85 0.72
C 2.67 -8.16 1.49
F 1.95 -7.95 2.62
F 3.85 -8.71 1.87
F 3.71 -5.99 1.38
F 3.54 -7.13 -0.44
H 0.72 -4.48 0.28
H 2.33 -4.27 0.89
H 2.31 -3.78 3.47
H 2.13 -8.88 0.88

Output
Maximum force = 3.4 eV/A
Frontier orbital gap = 8.13 eV
Highest occupied orbital energy = -12.054 eV
Net charge = +1
DFT total energy = -62283.849 eV

=====

7.
This record from OMol25 describes a structure of composition C19H27ClN2OsSe at a distorted geometry. The level of theory is wB97M-V/def2-TZVPD.

CARTESIAN COORDINATES (ANGSTROEM)
C -3.70 5.30 -2.40
C -4.31 4.95 -1.09
C -2.45 6.09 -2.36
C -3.82 4.29 -3.48
Cl -1.20 1.85 -0.74
H -2.51 7.14 -2.66
H -1.70 5.60 -2.99
H -2.05 6.05 -1.34
H -5.21 5.48 -0.82
H -3.57 5.10 -0.30
H -4.53 3.87 -1.08
H -4.50 4.53 -4.29
H -4.14 3.34 -3.03
H -2.83 4.10 -3.90
C 1.36 0.13 1.42
C 1.99 1.41 1.17
C 1.04 2.43 1.51
H 3.04 1.55 0.94
C -0.17 1.80 1.93
C 0.02 0.38 1.82
H -0.68 -0.42 2.04
H 1.86 -0.84 1.45
H 1.22 3.51 1.47
H -1.08 2.30 2.28
C 0.64 -1.05 -1.66
C 1.93 -0.88 -1.07
C 2.48 0.33 -1.57
H 2.33 -1.50 -0.29
C 1.56 0.88 -2.50
C 0.43 0.04 -2.54
H -0.44 0.20 -3.16
H -0.06 -1.84 -1.40
H 3.42 0.77 -1.25
H 1.70 1.81 -3.06
Os 0.74 0.71 -0.62
C 2.11 -5.02 -0.31
N 1.90 -5.10 1.12
C 2.63 -5.91 1.97
C 2.13 -5.73 3.21
N 1.12 -4.79 3.13
C 0.26 -4.42 4.22
C 0.95 -4.39 1.82
Se -0.33 -3.30 1.16
H 1.21 -4.62 -0.79
H 2.32 -6.03 -0.70
H 2.96 -4.37 -0.55
H 3.43 -6.54 1.60
H 2.39 -6.20 4.15
H -0.50 -5.18 4.40
H 0.86 -4.30 5.13
H -0.23 -3.48 3.99

Output
Maximum force = 8.4 eV/A
Frontier orbital gap (spin up / spin down) = 4.43 / 5.31 eV
Highest occupied orbital energy (spin up / spin down) = -10.268 / -14.858 eV
Net charge = +2
2S+1 = 5
DFT total energy = -103436.927 eV
Expectation value of S² = 6.0408

=====

8.
This record from OMol25 describes a structure of composition C19H27FIN2OOsSSbSi. The level of theory is wB97M-V/def2-TZVPD.

CARTESIAN COORDINATES (ANGSTROEM)
Os -0.68 0.27 -0.44
C -3.30 0.99 3.15
Si -1.52 1.36 2.63
C -0.95 2.85 3.65
C -0.52 -0.12 3.17
N -1.31 1.73 0.95
C -1.65 2.99 0.47
C -2.76 3.72 0.90
C -3.06 4.98 0.40
C -2.26 5.57 -0.57
C -1.15 4.87 -1.03
C -0.87 3.63 -0.51
F 0.22 2.98 -0.97
H -3.30 0.55 4.15
H -3.75 0.27 2.47
H -3.94 1.87 3.18
H -1.00 2.62 4.72
H -1.56 3.73 3.46
H 0.08 3.10 3.41
H -0.55 -0.21 4.26
H 0.52 -0.03 2.86
H -0.91 -1.04 2.73
H -3.42 3.27 1.63
H -3.94 5.50 0.77
H -2.50 6.54 -0.98
H -0.50 5.26 -1.80
C 2.73 -1.68 1.67
Sb 3.28 0.39 1.58
C 5.40 0.04 1.32
C 3.54 0.47 3.77
H 3.25 -2.17 2.49
H 3.01 -2.13 0.71
H 1.66 -1.78 1.80
H 5.69 -0.85 1.88
H 5.96 0.90 1.69
H 5.59 -0.11 0.26
H 4.18 -0.35 4.11
H 2.57 0.39 4.26
H 3.99 1.42 4.07
O 3.46 -0.45 -1.07
S 2.29 -0.27 -2.04
N 0.93 -0.05 -1.35
C -1.41 -1.23 0.15
C -1.99 -2.45 0.41
C -3.26 -2.55 1.08
C -3.81 -3.78 1.37
C -3.16 -4.97 1.03
C -1.93 -4.90 0.38
C -1.35 -3.69 0.07
H -3.78 -1.64 1.33
H -4.78 -3.81 1.86
H -3.61 -5.93 1.26
H -1.41 -5.81 0.10
H -0.39 -3.64 -0.43
I -2.57 0.83 -2.48

Output
Maximum force = 0.9 eV/A
Frontier orbital gap (spin up / spin down) = 4.53 / 6.65 eV
Highest occupied orbital energy (spin up / spin down) = 0.168 / -2.043 eV
Net charge = -2
2S+1 = 5
DFT total energy = -63704.030 eV
Expectation value of S² = 6.0547

=====

9.
This record from OMol25 describes a structure of composition C19H27FNPPd at a distorted geometry. The level of theory is wB97M-V/def2-TZVPD.

CARTESIAN COORDINATES (ANGSTROEM)
C 0.06 1.59 -3.55
C 0.64 1.97 -2.33
C 0.51 1.18 -1.15
C -0.21 -0.01 -1.30
C -0.95 -0.29 -2.46
C -0.73 0.45 -3.61
C 1.38 1.55 0.05
C 1.04 2.58 1.23
N -0.28 2.82 1.70
Pd 0.00 -1.79 -0.22
C -1.94 -1.43 -2.49
P -2.19 -1.94 -0.73
H 1.28 2.86 -2.27
H -1.22 0.12 -4.53
H 0.25 2.19 -4.46
H -1.58 -2.30 -3.06
H -2.92 -1.13 -2.88
H 1.71 0.63 0.56
H 2.31 1.97 -0.40
H 1.62 2.23 2.11
C -3.26 -3.40 -0.65
C -3.14 -0.52 -0.13
H 1.49 3.56 1.02
C -1.31 3.27 0.80
C -0.74 2.09 2.84
H 0.21 -3.35 0.62
H -1.56 4.33 0.92
H -1.02 3.08 -0.24
H -2.23 2.71 1.03
H -1.05 2.77 3.65
H -1.62 1.46 2.60
H 0.08 1.47 3.22
H -4.16 -0.55 -0.52
H -3.16 -0.56 0.97
H -2.65 0.42 -0.44
H -4.11 -3.29 -1.35
H -2.70 -4.32 -0.88
H -3.67 -3.49 0.37
H -0.51 -3.09 0.82
F 5.50 -1.39 2.55
C 4.29 -1.34 1.90
C 3.13 -1.32 2.67
C 1.90 -1.47 2.01
C 1.87 -1.60 0.62
C 3.03 -1.53 -0.14
C 4.28 -1.37 0.51
H 3.15 -1.27 3.76
H 0.99 -1.55 2.61
H 3.00 -1.62 -1.23
H 5.20 -1.36 -0.08

Output
Maximum force = 3.0 eV/A
Frontier orbital gap (spin up / spin down) = 6.27 / 4.90 eV
Highest occupied orbital energy (spin up / spin down) = -11.842 / -14.498 eV
Net charge = +2
2S+1 = 5
DFT total energy = -37093.622 eV
Expectation value of S² = 6.0260